# C25H25BBrFeIN4OS2

A structure of composition C25H25BBrFeIN4OS2 in a non-equilibrium geometry (wB97M-V/def2-TZVPD, the OMol25 dataset).

Summary:
DFT total energy = -6217.7804 hartree
HOMO-LUMO gap (alpha / beta) = 4.955 / 3.752 eV
HOMO energy (alpha / beta) = -13.727 / -13.822 eV
multiplicity = 5
molecular weight = 735.10 g/mol
ΔE to the lowest compared entry with this formula, charge and spin = 80.9 kcal/mol
net charge = +2

```
61
Properties=species:S:1:pos:R:3:nbo_charge:R:1
Fe 2.366 -0.116 -0.975 0.8071
S 0.606 -1.752 -0.935 0.2230
C -0.827 -0.791 -1.038 -0.1364
N -1.997 -1.444 -1.372 -0.1569
C -3.178 -0.629 -1.591 -0.2534
C -3.207 0.485 -0.559 -0.2353
N -1.979 1.262 -0.656 -0.3206
C -2.091 2.715 -0.497 -0.2525
C -2.610 3.077 0.875 0.0017
C -1.837 2.787 2.000 -0.2472
C -2.287 3.131 3.262 -0.1777
C -3.519 3.757 3.413 -0.1843
C -4.292 4.045 2.297 -0.1891
C -3.841 3.701 1.031 -0.2356
C -0.823 0.607 -0.804 0.0725
S 0.646 1.513 -0.630 0.0006
C -2.169 -2.893 -1.357 -0.2715
C -2.937 -3.235 -0.105 0.0481
C -2.347 -2.985 1.142 -0.2194
C -3.030 -3.282 2.307 -0.1865
C -4.317 -3.800 2.236 -0.1441
C -4.914 -4.035 0.997 -0.1654
C -4.232 -3.741 -0.170 -0.2424
H -4.062 -1.255 -1.499 0.2594
H -3.142 -0.210 -2.603 0.2467
H -3.305 0.054 0.442 0.2399
H -4.054 1.144 -0.734 0.2571
H -2.769 3.092 -1.265 0.2316
H -1.112 3.160 -0.664 0.2395
H -0.871 2.307 1.877 0.2110
H -1.677 2.920 4.131 0.2328
H -3.876 4.018 4.400 0.2349
H -5.246 4.542 2.414 0.2342
H -4.445 3.940 0.162 0.2170
H -1.195 -3.376 -1.374 0.2467
H -2.719 -3.192 -2.251 0.2521
H -1.343 -2.576 1.190 0.2150
H -2.566 -3.106 3.267 0.2434
H -4.860 -4.018 3.146 0.2440
H -5.910 -4.453 0.947 0.2445
H -4.693 -3.938 -1.131 0.2298
B 2.165 -0.226 3.515 -0.6613
C 2.370 -0.282 2.020 0.5768
N 2.398 -0.287 0.850 -0.7567
H 1.476 0.746 3.695 0.0706
H 3.169 -0.089 4.162 0.0988
H 1.757 -1.311 3.849 0.0793
O 2.315 0.018 -3.680 -0.0194
N 2.343 -0.008 -2.567 0.3426
Br 8.227 -0.632 0.375 0.1444
C 7.961 -0.058 -1.404 -0.1272
C 9.058 0.166 -2.222 -0.2030
C 8.873 0.587 -3.529 -0.1547
C 7.594 0.784 -4.029 -0.1859
C 6.491 0.566 -3.219 -0.2251
C 6.689 0.149 -1.915 -0.1720
I 5.049 -0.164 -0.590 0.4167
H 10.051 0.010 -1.823 0.2565
H 9.735 0.762 -4.158 0.2477
H 7.449 1.112 -5.049 0.2430
H 5.495 0.726 -3.609 0.2149
```

=====

# C3H3F2NO

A cluster of 2 separate species, C3H3F2NO in total in a non-equilibrium geometry (wB97M-V/def2-TZVPD, the OMol25 dataset).

Summary:
DFT total energy = -445.7912 hartree
HOMO-LUMO gap = 10.670 eV
HOMO energy = -12.123 eV
molecular weight = 107.06 g/mol
ΔE to the lowest compared entry with this formula, charge and spin = 22.8 kcal/mol
net charge = 0

```
10
Properties=species:S:1:pos:R:3:nbo_charge:R:1
C -1.769 0.653 -0.228 0.1532
C -0.214 -1.220 0.284 -0.0331
C -0.459 0.256 0.183 0.4659
N -2.844 0.942 -0.520 -0.1779
O 0.457 1.062 0.314 -0.5039
F -1.353 -1.801 -0.080 -0.3164
F 3.012 1.598 -0.721 -0.5847
H 0.180 -1.410 1.302 0.2108
H 0.669 -1.343 -0.439 0.2118
H 2.321 1.263 -0.096 0.5743
```

=====

# C5H14

A cluster of 2 separate species, C5H14 in total in a non-equilibrium geometry (wB97M-V/def2-TZVPD, the OMol25 dataset).

Summary:
DFT total energy = -198.8261 hartree
HOMO-LUMO gap = 12.047 eV
HOMO energy = -10.887 eV
molecular weight = 74.17 g/mol
ΔE to the lowest compared entry with this formula, charge and spin = 39.5 kcal/mol
net charge = 0

```
19
Properties=species:S:1:pos:R:3:nbo_charge:R:1
C 1.091 -0.907 -2.269 -0.6080
C 0.164 -1.818 -1.431 -0.5937
H 1.983 -1.423 -2.372 0.1980
H 0.822 -0.562 -3.214 0.2082
H 1.292 -0.057 -1.609 0.1985
H -0.704 -1.138 -1.115 0.1978
H 0.551 -2.150 -0.369 0.2007
H -0.109 -2.667 -1.913 0.1974
C 0.229 1.081 1.091 -0.4364
C -0.231 0.377 2.420 -0.5877
C -1.038 1.375 0.402 -0.6241
H 1.013 0.468 0.659 0.2107
H 0.742 2.052 1.209 0.2019
H -0.701 -0.564 2.082 0.2000
H 0.531 0.184 3.118 0.2057
H -1.190 2.494 0.059 0.2092
H -2.059 1.372 1.035 0.2067
H -1.137 1.014 2.738 0.2013
H -1.248 0.870 -0.519 0.2135
```